a) C5H12OS | wB97M-V/def2-TZVPD

Each line ends with the Mulliken charge.
Positions of all 19 atoms, in Å:
C1 -1.29335 -0.89837 1.14165  -1.11
C2 -1.35181 -0.22898 -0.15693  0.40
O1 -1.05615 -1.13442 -1.11102  -0.56
C3 -0.45183 0.99686 -0.27042  -0.66
C4 0.89284 1.28437 0.27155  -0.63
C5 2.16149 0.42985 -0.29883  -0.58
S1 2.07574 -1.42834 0.09815  -0.28
H1 -1.55224 -0.30907 2.02544  0.36
H2 -0.34529 -1.42585 1.29102  0.20
H3 -1.83806 -1.87507 0.89865  0.26
H4 -2.51442 0.02605 -0.19183  0.30
H5 -1.98381 -1.75735 -1.32278  0.37
H6 -0.30139 0.98976 -1.48661  0.18
H7 -1.03001 1.91868 -0.07403  0.31
H8 0.85353 1.33366 1.40126  0.29
H9 1.12768 2.33288 0.06632  0.40
H10 2.25931 0.65589 -1.47938  0.28
H11 3.20422 0.89828 0.09891  0.33
H12 1.14357 -1.80883 -0.90111  0.16

SMILES: C[C@H](O)CCCS
Total charge: 0
Frontier orbital gap (eV): 9.242
Multiplicity: 1

=====

b) C5H12OS | wB97M-V/def2-TZVPD

Each line ends with the Mulliken charge.
Positions of all 19 atoms, in Å:
C1 -2.88820 -1.40807 0.02280  -0.88
S1 -1.46494 -0.64556 -0.84227  -0.03
C2 -0.89947 0.60654 0.34394  -0.89
C3 0.41313 0.29708 1.09885  -0.45
C4 1.68789 0.83050 0.37481  -0.65
C5 2.18340 0.37187 -1.04057  -0.46
O1 1.58137 -0.78010 -1.61190  -0.47
H1 -2.75768 -2.47062 -0.14430  0.33
H2 -3.80225 -0.97865 -0.36178  0.28
H3 -2.81710 -1.24044 1.09812  0.31
H4 -1.74638 0.68090 1.04471  0.43
H5 -0.88738 1.52363 -0.25460  0.41
H6 0.60881 -0.76662 1.14166  0.31
H7 0.40390 0.96941 1.94286  0.31
H8 1.63622 1.92117 0.42002  0.42
H9 2.57238 0.53427 0.94420  0.29
H10 3.21168 0.02915 -0.85447  0.31
H11 2.32815 1.20165 -1.73866  0.21
H12 0.63648 -0.67612 -1.58340  0.22

SMILES: CSCCCCO
Total charge: 0
Frontier orbital gap (eV): 9.617
Multiplicity: 1

=====

Energies in eV, measured from the most stable structure: a) 1.548; b) 0.000.

=====

a) C5H12OS | wB97M-V/def2-TZVPD

Each line ends with the Mulliken charge.
Positions of all 19 atoms, in Å:
C1 -2.52371 -2.21847 0.91221  -0.84
S1 -1.51391 -1.74521 -0.65316  -0.12
C2 -0.62485 -0.19357 -0.07365  -0.59
C3 0.49742 0.24340 -1.01047  -0.75
C4 1.00616 1.67995 -0.45924  -0.60
C5 1.91032 1.38045 0.69901  -0.48
O1 2.84507 2.54335 0.78173  -0.53
H1 -3.32306 -2.96304 1.05978  0.35
H2 -1.71964 -2.72559 1.44666  0.26
H3 -3.03322 -1.27963 1.19172  0.25
H4 -1.43514 0.57762 -0.16726  0.29
H5 -0.26187 -0.19129 0.96527  0.35
H6 1.36993 -0.41103 -1.01155  0.35
H7 0.12320 0.37342 -2.01880  0.41
H8 0.13321 2.30398 -0.27508  0.36
H9 1.48664 2.05745 -1.37217  0.33
H10 1.33634 1.42799 1.63296  0.33
H11 2.44969 0.43654 0.74563  0.31
H12 2.65840 2.85250 1.67206  0.33

SMILES: CSCCCCO
Total charge: 0
Frontier orbital gap (eV): 9.351
Multiplicity: 1

=====

b) C5H12OS | wB97M-V/def2-TZVPD

Each line ends with the Mulliken charge.
Positions of all 19 atoms, in Å:
C1 1.28792 2.22543 -0.41593  -0.91
C2 0.12687 1.23399 -1.19161  -0.12
C3 0.77227 -0.11955 -1.46189  -0.93
C4 0.90893 -1.37051 -0.42270  -0.45
C5 -0.41224 -1.59237 0.32218  -0.65
H1 2.06614 2.58216 -1.35331  0.28
H2 1.83705 1.48621 0.58522  0.19
H3 0.74197 3.23121 -0.05777  0.31
H4 0.22995 1.84115 -2.01077  0.38
H5 -1.29856 1.85934 -0.27122  0.33
H6 0.01287 -0.53229 -2.22419  0.29
H7 1.62029 0.09721 -1.94727  0.52
H8 1.76342 -1.13705 0.17216  0.38
H9 0.88105 -2.25847 -1.09878  0.27
H10 -1.19536 -1.72217 -0.58161  0.29
H11 -0.37813 -2.68710 0.48982  0.41
H12 -1.52943 0.40883 1.53883  0.13
O1 -1.06577 1.01955 -0.58712  -0.46
S1 -0.77048 -0.84921 1.90472  -0.25

Total charge: 0
Frontier orbital gap (eV): 9.402
Multiplicity: 1

=====

Energies in eV, measured from the most stable structure: a) 0.000; b) 2.391.

=====

a) CH11O5 | wB97M-V/def2-TZVPD

Each line ends with the Mulliken charge.
Positions of all 17 atoms, in Å:
C1 -0.92353 0.91880 -0.58735  -0.70
O1 -0.47802 -0.11376 0.19231  -0.77
H1 -1.31514 1.77285 -0.12600  0.30
H2 -0.23768 1.26582 -1.31277  0.27
H3 -1.91191 0.40768 -1.10022  0.21
H4 -1.12985 -2.07633 -1.62502  0.30
H5 -0.09000 -1.11514 -1.33630  0.31
O2 -0.52241 -1.46020 -2.08497  -0.67
H6 2.82223 0.12037 -0.52979  0.28
H7 2.95039 1.36190 0.36066  0.34
O3 3.04414 0.97232 -0.54706  -0.64
H8 -1.77862 -1.73771 1.64215  0.25
H9 -1.57676 -0.80349 0.61112  0.36
O4 -2.39213 -1.13762 1.32859  -0.78
H10 0.92750 0.32021 0.92246  0.45
H11 1.09844 0.68428 2.50398  0.23
O5 1.51337 0.62000 1.68821  -0.72

Total charge: -1
Frontier orbital gap (eV): 8.542
Multiplicity: 1

=====

b) CH11O5 | wB97M-V/def2-TZVPD

Each line ends with the Mulliken charge.
Positions of all 17 atoms, in Å:
C1 -0.02260 -0.55255 -1.05799  -0.67
O1 -0.25102 0.21631 0.07176  -0.98
H1 0.70444 -0.06475 -1.74733  0.12
H2 -0.91814 -0.60365 -1.71536  0.30
H3 0.25570 -1.55963 -0.71356  0.24
H4 -0.36719 1.77801 -3.10173  0.30
H5 -1.36331 1.86947 -1.94566  0.35
O2 -1.28548 1.95794 -2.89802  -0.68
H6 3.91880 -1.34692 -0.51779  0.32
H7 3.02349 -2.11932 0.39790  0.35
O3 3.95889 -1.90644 0.27668  -0.67
H8 -2.54510 -0.09330 1.76360  0.29
H9 -1.91647 0.37828 0.47571  0.42
O4 -2.78857 0.36997 0.94019  -0.72
H10 0.54937 0.75642 3.00886  0.27
H11 0.16416 0.08646 1.69091  0.43
O5 0.16655 -0.07653 2.67922  -0.68

Total charge: -1
Frontier orbital gap (eV): 7.608
Multiplicity: 1

=====

Energies in eV, measured from the most stable structure: a) 0.928; b) 0.000.

=====

a) C4H9OP | wB97M-V/def2-TZVPD

Each line ends with the Mulliken charge.
Positions of all 15 atoms, in Å:
C1 2.34723 -0.15510 0.43985  -0.53
C2 2.30268 0.42132 -0.86445  -0.62
C3 -2.54676 0.02295 0.48430  -0.87
C4 -1.30526 -0.26930 -0.42394  -0.44
O1 -0.23160 -0.50658 0.47648  -0.27
P1 0.68985 0.72807 1.01382  0.03
H1 1.94987 -1.27260 0.35022  0.20
H2 3.25052 0.02944 0.98786  0.41
H3 2.85424 1.38510 -0.86880  0.29
H4 1.69438 -0.11651 -1.61049  0.29
H5 -2.81402 -0.89851 1.06277  0.26
H6 -2.19145 0.78299 1.18320  0.24
H7 -3.54463 0.36561 -0.15880  0.28
H8 -1.08858 0.58114 -1.03783  0.41
H9 -1.36646 -1.09802 -1.03420  0.32

Total charge: 0
Frontier orbital gap (spin up / spin down) (eV): 7.620 / 7.619
Multiplicity: 1

=====

b) C4H9OP | wB97M-V/def2-TZVPD

Each line ends with the Mulliken charge.
Positions of all 15 atoms, in Å:
C1 -0.27798 -0.46947 0.85061  -0.38
C2 0.30921 -0.37496 -0.50765  0.49
C3 -1.13303 -0.13314 -0.19390  -0.16
C4 0.69007 -1.69271 -1.29636  -1.34
O1 -1.02390 2.56913 -0.07478  -0.42
P1 0.03777 2.76973 0.91756  0.19
H1 -0.41910 -1.33220 1.36978  0.29
H2 -0.14987 0.39423 1.63026  -0.38
H3 1.08495 0.47702 -0.65820  0.09
H4 -2.16725 -0.01849 -0.43436  0.37
H5 0.80883 -1.59407 -2.34970  0.37
H6 -0.13702 -2.31829 -1.06956  0.32
H7 1.62901 -2.05807 -0.92462  0.31
H8 -0.45378 1.71835 2.15123  0.22
H9 1.20207 2.06295 0.58970  0.02

Total charge: 0
Frontier orbital gap (spin up / spin down) (eV): 6.405 / 8.491
Multiplicity: 1

=====

Energies in eV, measured from the most stable structure: a) 0.000; b) 2.786.

=====

a) C4H9OP | wB97M-V/def2-TZVPD

Each line ends with the Mulliken charge.
Positions of all 15 atoms, in Å:
C1 0.02765 2.28653 0.26037  -0.90
C2 -0.36408 1.02112 0.38884  0.15
C3 -1.46302 -1.59476 0.05966  -0.84
C4 0.40094 -0.12384 -0.04125  -0.03
O1 -0.06748 -1.36370 -0.01956  -0.24
P1 2.21418 -0.06897 -0.21338  -0.03
H1 -0.54902 3.10131 0.65992  0.27
H2 0.93196 2.52397 -0.27538  0.34
H3 -1.29796 0.80227 0.89281  0.24
H4 -2.01131 -0.97028 -0.64747  0.40
H5 -1.82595 -1.41016 1.07517  0.32
H6 -1.60933 -2.64450 -0.18389  0.25
H7 0.80979 0.45859 -2.00632  0.04
H8 2.29251 -1.25492 -0.93141  0.04
H9 2.51110 -0.76268 0.98190  0.00

Total charge: 0
Frontier orbital gap (spin up / spin down) (eV): 6.977 / 8.193
Multiplicity: 1

=====

b) C4H9OP | wB97M-V/def2-TZVPD

Each line ends with the Mulliken charge.
Positions of all 15 atoms, in Å:
C1 -2.32347 -1.23000 1.12196  -0.94
C2 -1.41465 -0.12890 1.79133  -0.48
C3 -1.58061 1.10603 1.45804  0.53
O1 -1.77723 2.19493 1.11449  -0.39
H1 -1.76020 -1.55101 0.14275  0.20
H2 -2.49033 -2.00458 1.77384  0.35
H3 -3.20614 -0.75757 0.78730  0.33
H4 -0.90541 -0.43956 2.67799  0.39
C4 2.19943 0.78838 -0.03887  -0.85
P1 0.48823 1.07354 -0.70787  -0.01
H5 2.93281 1.32827 -0.55518  0.35
H6 2.42273 -0.26218 0.09116  0.27
H7 2.10605 1.22218 1.01579  0.23
H8 0.78638 1.85643 -1.81458  0.03
H9 0.27776 2.04852 0.21380  -0.02

SMILES: CC=C=O.CP
Total charge: 0
Frontier orbital gap (eV): 9.450
Multiplicity: 1

=====

Energies in eV, measured from the most stable structure: a) 2.730; b) 0.000.

=====

a) C7H10O | wB97M-V/def2-TZVPD

Each line ends with the Mulliken charge.
Positions of all 18 atoms, in Å:
C1 0.99870 1.12774 -0.88005  -0.58
C2 1.16779 -0.12082 -1.40499  -0.14
C3 1.17628 -1.33516 -0.52080  -0.58
C4 1.05747 -1.17328 0.83109  -0.26
C5 1.05105 0.12078 1.37980  -0.44
C6 0.89150 1.23070 0.49566  -0.34
H1 0.83594 2.00611 -1.48969  0.41
H2 1.49730 -0.30630 -2.33670  0.50
H3 1.49857 -2.27140 -1.01265  0.32
H4 1.11537 -2.01480 1.47341  0.40
H5 1.09737 0.10788 2.46908  0.34
H6 0.83992 2.20912 0.89047  0.40
C7 -2.38926 0.33645 0.08406  -0.55
O1 -1.87060 -0.92547 -0.36957  -0.55
H7 -3.50949 0.10103 0.22449  0.26
H8 -2.19955 0.65530 1.11539  0.27
H9 -2.28871 1.16155 -0.77926  0.21
H10 -0.96966 -0.90942 -0.16972  0.34

SMILES: c1ccccc1.CO
Total charge: 0
Frontier orbital gap (eV): 10.225
Multiplicity: 1

=====

b) C7H10O | wB97M-V/def2-TZVPD

Each line ends with the Mulliken charge.
Positions of all 18 atoms, in Å:
C1 0.56624 0.97720 0.47615  -0.17
C2 -1.55744 -0.57355 -0.75729  -0.57
C3 -0.47984 -0.49463 -1.85892  -0.63
C4 0.82713 1.50430 1.85125  -1.25
C5 -0.65422 -0.93449 0.40598  0.60
C6 1.16069 -0.18279 0.01413  -0.16
C7 0.67097 -1.01593 -1.02836  -0.45
O1 -0.79421 -1.44656 1.46973  -0.55
H1 -0.09035 1.55069 -0.16419  0.39
H2 -2.21630 -1.42986 -0.91573  0.31
H3 -2.18307 0.30305 -0.57581  0.29
H4 1.90687 -0.64070 0.65936  0.27
H5 -0.70558 -1.13579 -2.70872  0.30
H6 -0.32900 0.52092 -2.23812  0.27
H7 1.20666 -1.91872 -1.28767  0.42
H8 0.08993 1.10206 2.55996  0.25
H9 1.81523 1.22139 2.22261  0.34
H10 0.76628 2.59339 1.87565  0.34

Total charge: 0
Frontier orbital gap (eV): 8.270
Multiplicity: 1

=====

Energies in eV, measured from the most stable structure: a) 0.000; b) 1.401.